125
Properties=species:S:1:pos:R:3 method="wB97M-V/def2-TZVPD" total_charge=0 homo_lumo_gap_ev="6.471 / 7.183" spin_multiplicity=2
C 0.52 -2.03 4.00
H 2.00 2.88 -3.13
C 2.18 -2.94 -0.68
H -1.40 5.03 -1.46
C -3.42 0.75 0.24
H 2.70 0.72 -4.47
C 3.97 -3.91 -1.98
C 0.68 3.24 0.75
C 3.68 1.08 -1.22
C 4.66 -3.74 3.04
C -0.81 -2.14 -2.66
Se -1.79 1.32 3.20
H -3.66 5.74 -4.04
H 3.87 -0.49 4.58
C 0.36 -1.57 1.17
C -0.90 -2.86 6.27
H -4.17 -0.99 -1.94
N 1.41 0.29 2.55
H -1.76 4.43 -5.91
H -2.63 -2.86 4.99
H 4.09 1.12 5.24
P 1.35 -1.31 2.55
C 3.37 -3.24 3.16
C -1.72 -2.86 -3.43
H -6.13 -1.11 1.02
H -1.03 5.96 -2.92
H -5.60 -1.06 -2.97
H 3.70 -0.43 1.31
H 4.36 1.62 -1.89
H -1.69 2.68 -5.71
C 3.02 -2.04 2.55
H -6.14 1.59 -1.88
C 1.24 2.24 -2.67
C -2.78 -1.39 0.74
H -1.45 -3.18 7.14
C 5.25 -1.87 1.66
C -0.31 5.03 1.95
H 1.08 3.45 4.05
H 1.77 -0.74 -4.17
H 4.63 -3.87 -2.84
C -4.09 -1.80 0.94
H 2.73 0.15 5.77
C 3.58 2.29 2.58
C 5.60 -3.05 2.29
H -1.80 4.43 3.38
H 2.22 -2.01 5.31
H 1.37 2.82 0.03
H -1.37 -2.13 3.00
C -2.29 -4.02 -2.93
C 2.27 -4.01 0.20
H -2.38 -5.37 -1.26
C -4.23 1.08 -5.33
C -1.94 -4.47 -1.66
H -5.05 0.50 -5.76
H -4.29 -2.83 1.19
H -4.30 2.10 -5.71
H 0.51 1.99 -3.44
C -1.56 -2.68 5.06
H -1.96 -2.07 0.87
H 3.27 -5.84 0.72
Se -3.06 2.51 -0.43
H 3.11 2.82 1.75
H 1.59 -4.07 1.05
C 0.46 -2.62 6.34
C 1.16 -2.20 5.22
H 2.63 -3.80 3.72
C -5.82 1.97 -2.86
H 5.98 -1.33 1.06
H 4.92 -4.67 3.53
H 6.61 -3.44 2.19
Si 2.33 1.32 3.61
C -0.45 -2.58 -1.40
C -4.75 0.43 0.46
C 3.02 -2.91 -1.78
Cr -0.38 0.29 1.31
Si -4.33 1.00 -3.46
C -1.42 3.63 -5.25
C 0.62 4.59 1.01
H 0.71 2.83 -1.91
N 1.03 -0.27 -1.11
C -1.02 -3.76 -0.90
Si -2.17 3.87 -3.54
N -0.13 2.36 1.35
C 3.34 0.40 4.91
N -2.43 -0.13 0.43
H -5.66 3.04 -2.77
C -5.09 -0.85 0.83
H -1.99 -2.51 -4.42
C 4.07 -4.96 -1.08
H 0.99 -2.76 7.28
H 4.81 -5.74 -1.22
Si 2.07 0.66 -2.09
H -3.30 0.65 -5.70
C -0.96 2.76 2.33
H 2.00 2.89 5.44
C 2.55 -0.10 -3.76
H -0.03 4.57 -2.47
H -0.33 3.68 -5.19
H 3.52 1.70 -0.33
H -4.51 4.23 -4.36
H -3.00 -4.58 -3.52
H -5.51 1.20 0.32
As -2.25 1.72 -2.55
H -0.74 -4.11 0.09
H 4.18 0.17 -0.91
H 0.45 2.12 5.03
H 1.28 5.27 0.50
C 3.97 -1.36 1.80
H -4.32 4.80 -2.70
C -1.05 4.95 -2.50
H 4.36 1.64 2.18
C -4.54 -0.79 -2.94
P 0.86 -1.71 -0.48
H -4.01 -1.47 -3.62
H -0.40 6.09 2.17
C -1.10 4.12 2.62
H -0.39 -1.22 -3.04
C -3.83 4.72 -3.67
C 3.21 -5.02 0.01
H 4.07 3.04 3.21
H -6.64 1.80 -3.56
H 2.94 -2.11 -2.50
C -0.86 -2.27 3.94
H 3.48 -0.67 -3.75
C 1.36 2.56 4.62

127
Properties=species:S:1:pos:R:3 method="wB97M-V/def2-TZVPD" total_charge=+1 homo_lumo_gap_ev="7.828 / 6.515" spin_multiplicity=6
H -1.88 5.30 -1.43
H 0.06 -4.47 -0.30
C -3.90 2.38 2.15
Ru 0.12 -0.40 0.29
H 3.20 -4.95 -2.54
H -0.95 -3.63 -3.99
C -3.20 2.66 -1.71
C -1.85 3.45 1.52
H 2.02 -2.97 1.03
H 2.03 2.32 -2.27
C -0.96 5.48 -1.99
H 0.30 -0.69 3.92
C -4.71 -1.74 2.63
H -3.70 -0.08 -1.61
C 2.10 2.44 0.80
C -0.58 0.20 -4.89
H -5.25 2.49 -2.27
C 4.14 -0.66 -3.89
S -1.63 1.80 -2.06
H 0.84 4.45 -2.56
C -4.35 1.88 -2.33
H -0.40 6.25 -1.46
Br -0.34 -4.13 4.11
H -3.75 -0.74 0.99
O -1.62 -1.89 -0.35
C -3.84 4.76 1.78
H 1.83 -1.20 -5.91
Br -4.10 -3.41 -1.24
H 3.29 -4.03 0.42
H 6.52 -1.23 2.78
C 2.74 -3.11 0.23
H -2.11 -2.45 -4.62
C 0.70 0.29 3.64
H -0.72 0.03 -5.97
H 3.53 -0.01 -0.07
H 2.02 -2.74 -5.05
C -3.73 -0.94 2.06
H 4.44 -1.68 -3.66
C -2.54 2.28 1.87
C 5.20 -2.52 3.87
C -2.67 -0.68 4.20
H -1.00 1.54 4.22
C -1.09 -2.97 1.66
Si 1.88 -3.22 -1.42
C 5.49 -1.45 3.03
H 3.54 2.44 -3.19
H 5.99 -3.14 4.26
C -1.42 -4.00 2.58
C 3.87 -2.81 4.19
H -1.47 3.49 -3.72
H 0.71 -2.53 -6.21
H 0.93 -5.48 -1.46
As 1.08 -1.01 -1.99
Si 0.08 -1.39 -4.16
C -2.48 -4.84 2.36
H 3.46 -2.28 0.26
C 3.27 2.32 2.90
H 1.33 0.65 4.45
H -1.93 5.57 1.23
H 0.04 2.22 2.98
H 4.65 1.12 -0.84
H -5.41 -2.67 4.44
H -4.47 1.50 2.42
C 0.50 -4.48 -1.30
H 5.05 -0.06 -4.01
H -4.34 5.72 1.76
O -0.87 1.63 -0.76
H -1.90 -0.27 4.84
C -3.29 -4.69 1.17
C -1.92 -2.80 0.46
H 3.55 1.78 3.80
P 1.78 0.04 2.16
O -0.11 -2.18 1.82
C 2.85 -2.02 3.68
C -2.72 -0.38 2.84
H 0.11 1.04 -4.77
C 2.64 1.84 -3.04
C -4.60 0.54 -1.65
H -0.79 3.38 1.26
C 2.45 1.72 1.94
C -3.64 -1.50 4.77
H 4.38 4.07 3.45
H 3.64 -3.65 4.83
C 3.74 3.61 2.70
H -4.94 0.70 -0.62
C -0.75 3.11 -2.99
H 4.70 0.16 1.86
H -3.13 3.67 -2.10
H 2.09 1.83 -3.98
H 3.77 5.32 1.41
C 2.56 3.73 0.61
H 2.90 -3.65 -3.69
C -4.55 3.61 2.10
H 1.82 -2.28 3.91
H -1.23 5.88 -2.98
C -0.13 4.20 -2.12
H -1.55 0.47 -4.46
H -4.16 1.73 -3.40
H 0.07 3.78 -1.14
H -0.30 -4.33 -2.02
H 4.92 -0.63 -0.98
Br -4.73 -5.86 0.89
H -1.72 -2.47 -2.89
C 4.46 -0.67 2.52
C -0.41 1.29 3.33
H -3.27 2.70 -0.62
Si 3.12 0.10 -2.52
C -3.01 -3.70 0.27
H -5.51 -2.15 2.02
H 4.13 -3.45 -2.43
H 3.61 -0.66 -4.84
P -1.55 0.73 1.99
C 1.29 -2.03 -5.43
Br -2.92 -6.14 3.63
H -5.37 -0.04 -2.17
H -3.59 -1.73 5.83
H 1.45 1.99 0.06
C -1.30 -2.60 -3.89
C 3.14 -0.94 2.86
C 4.15 0.15 -0.96
C 3.14 -3.86 -2.65
C -2.49 4.68 1.49
C -4.66 -2.03 3.99
H -5.60 3.67 2.33
C 3.39 4.32 1.56
H 0.01 2.56 -3.54
H 2.29 4.28 -0.28

121
Properties=species:S:1:pos:R:3 method="wB97M-V/def2-TZVPD" total_charge=+3 homo_lumo_gap_ev="8.379 / 5.799" e_above_lowest_kj_mol=0.00 spin_multiplicity=6
C -2.05 0.88 -2.68
C -3.02 -2.24 3.38
C -4.52 -1.47 0.22
H -6.51 2.19 -4.05
C -2.73 1.07 -3.84
C 3.52 -2.57 -2.70
H -2.06 -5.98 3.40
H -1.61 -5.76 0.79
H -3.45 -1.56 0.44
H -0.83 2.18 7.53
H 7.51 2.21 -1.22
H -4.80 -2.18 -0.57
H 0.21 -3.52 -0.50
H 1.12 3.35 3.20
Fe -0.06 0.21 0.03
H -6.38 0.01 -6.31
C -1.75 -3.80 -1.10
C 4.27 0.19 -0.63
H -0.88 -3.52 0.75
H 1.04 -3.01 3.84
H -4.38 -5.30 3.92
H -3.29 -1.19 3.45
C -4.06 1.34 -6.36
Sb 2.49 -0.87 -0.31
H 3.84 -1.68 1.82
C -4.89 -0.04 -0.20
C 2.22 -3.07 2.05
H -0.78 -5.72 -1.48
C -3.97 -3.20 3.69
H -0.20 -1.61 5.67
C 3.18 -2.27 1.18
H 4.51 -2.36 -2.31
H 3.01 4.55 1.08
H -0.40 -0.24 7.70
O -2.01 0.20 -0.43
C -4.78 0.52 -2.67
H 2.86 -3.76 2.61
H 0.24 -1.95 -2.15
C -0.49 0.05 4.32
C 3.41 -3.28 -3.88
H -6.73 0.99 -0.75
O 0.66 1.94 0.68
C 1.42 -2.30 3.10
C -0.75 1.42 4.23
N -0.73 -3.28 -0.22
H -4.76 1.96 0.65
C -0.38 -0.54 5.58
H -3.37 0.51 -6.54
H -5.86 0.43 -2.70
H 0.04 -3.22 -4.25
H -2.46 -5.63 -2.05
C -5.82 -0.14 -5.39
C 5.37 2.28 -1.11
C -0.87 2.18 5.38
C -1.39 -3.97 3.01
N -2.25 -5.97 0.01
H -1.61 -3.38 -2.10
H -1.08 3.24 5.31
H 2.99 2.83 1.52
H -0.92 5.99 0.52
C -4.94 1.09 -5.13
H 2.08 -4.08 -5.36
H -5.19 0.71 1.80
H 0.98 4.96 2.50
C 0.37 4.44 -0.30
C -5.83 2.33 -4.89
H -6.55 -0.31 -4.59
H -0.89 1.88 3.26
H -2.31 -6.99 -0.09
H 3.84 -2.95 0.63
Sb -0.29 -1.11 2.58
H -6.44 2.50 -5.78
H -5.07 -1.74 1.12
C 1.02 -3.06 -3.80
Br -0.18 1.19 -2.62
H -3.17 -5.62 0.29
C 6.61 1.65 -1.05
H -1.73 4.90 -0.62
H 4.30 -3.63 -4.38
C 2.16 -3.54 -4.43
H -3.51 0.86 1.26
C 4.21 1.56 -0.89
C -1.72 -2.61 3.03
C 6.67 0.29 -0.77
C 2.76 3.83 1.86
H 3.40 4.05 2.72
H -6.75 -0.74 -1.13
C -4.55 0.93 0.94
H -2.72 -3.46 -0.76
C -0.49 0.22 6.72
C 1.13 -2.35 -2.61
H 1.32 4.94 -0.17
H -5.22 -1.04 -5.50
C -1.77 -5.32 -1.27
H 1.58 -3.72 1.44
C -2.69 0.44 -1.47
H 5.59 -1.49 -0.33
H 2.08 -1.64 3.67
H -3.50 2.27 -6.29
C -2.35 -4.94 3.33
H 0.44 3.79 -1.16
C -0.74 1.59 6.63
H 3.25 2.06 -0.95
C 5.51 -0.44 -0.56
H -4.97 -2.90 3.98
C -3.64 -4.55 3.65
C -4.14 0.32 -1.48
C 1.31 3.94 2.29
H -6.91 -0.19 0.53
H -5.23 3.22 -4.72
S 0.10 3.32 1.11
H -0.60 6.13 -1.20
C -6.41 0.01 -0.41
C 2.38 -2.12 -2.03
H -4.70 1.42 -7.24
C -0.79 5.42 -0.40
H 7.64 -0.20 -0.72
H -2.21 1.39 -4.74
C -4.13 0.88 -3.87
H 5.32 3.34 -1.33
H -0.36 -4.28 2.87